ORCA calculation (the ωB97M-V functional and the def2-TZVPD basis) on 2 unconnected molecules or ions with the total composition C6H14N2.

The geometry in XYZ format:
```
22
C6H14N2 | OMol25 | the ωB97M-V functional and the def2-TZVPD basis
C 2.10308 0.44064 0.21074
C 1.33302 -0.54836 -0.36172
C 1.00214 -1.81611 0.37044
N 1.08681 -0.48910 -1.73938
H 2.55618 0.25852 1.17361
H 2.69213 1.11793 -0.39512
H 1.90725 -2.36812 0.63620
H 0.31478 -2.46059 -0.18178
H 0.53658 -1.56889 1.32658
H 0.82763 0.33781 -2.26444
H 0.38571 -1.14671 -2.07843
C -1.51453 1.01427 -1.13501
C -1.13505 0.74722 0.12746
C -1.92849 -0.17297 1.00735
N -0.19910 1.59171 0.81067
H -1.17543 1.90040 -1.65010
H -2.19713 0.36984 -1.66350
H -1.30696 -0.68126 1.74348
H -2.43556 -0.92620 0.40923
H -2.68065 0.38040 1.57429
H -0.29287 1.64446 1.82276
H 0.12046 2.37512 0.25667
```

Output
**Structure (SMILES)**: C=C(C)N.C=C(C)N
**Calculated total energy**: -346.4389 Eh
**Spin multiplicity**: 1
**Kohn-Sham gap**: 7.73 eV